Entry from the Open Molecules 2025 dataset: a cluster of 6 separate species, C46H100F3N5O3S in total in a non-equilibrium geometry (wB97M-V/def2-TZVPD).

The geometry in XYZ format:
```
158
C46H100F3N5O3S wB97M-V/def2-TZVPD
H -25.07 31.85 -40.34
C -21.14 31.86 -37.71
H -28.67 30.58 -36.96
H -20.29 29.39 -34.67
C -17.62 34.78 -31.53
C -23.55 30.20 -33.94
H -24.28 30.43 -42.23
H -24.93 29.67 -39.19
H -24.36 25.70 -41.17
C -23.98 35.01 -39.15
N -26.51 30.36 -40.51
H -19.55 33.52 -29.99
N -18.42 32.34 -31.37
H -26.05 28.57 -42.79
H -22.05 36.14 -35.84
N -25.65 28.75 -34.25
F -20.91 32.89 -38.51
H -25.48 28.57 -36.36
H -28.10 29.77 -39.29
H -19.30 28.11 -40.93
H -24.34 33.95 -36.63
C -26.69 29.45 -42.90
C -25.04 30.12 -34.27
H -29.68 28.57 -34.76
H -22.83 22.67 -38.94
C -27.45 29.74 -41.60
H -24.25 35.90 -41.17
H -20.72 24.24 -39.16
H -25.25 30.63 -35.22
C -19.69 32.65 -30.61
H -28.26 30.41 -41.87
H -23.53 26.49 -38.34
H -18.57 35.18 -31.17
H -23.26 27.47 -33.28
C -24.18 37.33 -36.01
C -26.12 35.06 -35.97
H -27.39 29.44 -35.11
H -18.67 30.14 -31.45
H -21.22 26.88 -37.78
H -25.43 30.45 -44.38
H -25.58 30.86 -33.67
C -24.37 25.61 -40.08
N -23.99 36.05 -36.84
H -25.33 25.86 -39.64
H -21.68 27.16 -42.66
H -27.51 31.75 -36.21
H -24.00 28.07 -35.44
O -22.65 29.60 -37.65
C -19.73 29.49 -33.73
H -16.10 33.15 -28.93
O -22.80 31.03 -39.61
H -26.05 37.94 -36.84
H -26.51 34.99 -37.00
C -26.54 36.40 -35.35
C -21.46 25.91 -41.05
H -17.71 33.69 -28.98
C -27.17 28.74 -34.29
C -22.48 35.82 -36.79
H -20.10 28.78 -32.99
C -24.36 36.22 -38.30
H -29.68 27.70 -33.24
H -16.49 35.45 -29.85
C -25.98 30.66 -43.47
C -24.39 34.97 -40.62
H -25.45 36.28 -38.41
C -26.96 31.24 -38.19
H -26.58 32.27 -41.34
H -25.46 34.76 -40.55
H -27.53 29.39 -33.48
H -24.69 32.18 -42.71
H -26.66 34.24 -35.49
C -25.23 27.88 -33.03
H -26.36 32.13 -38.38
H -27.44 26.78 -33.57
H -26.73 31.39 -43.79
H -17.13 33.13 -32.89
C -25.55 29.34 -40.01
C -24.22 24.14 -39.60
H -18.75 33.67 -33.00
H -19.71 28.58 -42.56
H -24.99 28.87 -40.81
C -27.88 27.39 -34.36
C -25.78 31.56 -41.11
H -19.08 27.03 -42.23
H -22.35 34.76 -37.01
H -21.04 27.86 -39.31
H -20.65 31.02 -32.75
H -27.72 28.78 -41.17
C -17.24 32.13 -30.46
H -19.91 31.81 -29.95
C -25.04 31.19 -42.39
H -23.39 27.50 -39.79
H -24.13 34.83 -35.11
C -28.04 31.46 -37.13
H -22.42 29.84 -32.14
H -28.34 31.41 -39.85
C -23.78 28.13 -32.57
H -27.46 29.05 -43.56
H -23.63 38.14 -36.47
C -19.65 30.94 -33.19
O -23.89 31.67 -37.54
C -18.58 31.01 -32.09
H -26.24 30.53 -37.78
H -21.71 28.11 -41.16
H -26.57 36.44 -34.26
H -20.58 25.27 -41.06
H -23.67 27.65 -31.60
H -28.73 32.29 -37.30
H -18.77 29.10 -34.07
H -20.02 26.37 -38.94
H -27.66 26.91 -35.32
C -25.09 28.05 -35.50
H -22.28 25.37 -41.51
H -26.17 28.56 -39.56
H -23.91 34.12 -41.08
H -25.45 26.82 -33.09
N -21.91 25.92 -39.58
H -27.58 36.53 -35.64
H -23.95 30.11 -31.76
C -17.97 33.45 -32.27
H -17.33 31.29 -29.77
H -23.91 37.17 -38.56
C -16.90 33.37 -29.65
H -23.01 31.13 -33.79
S -22.78 30.95 -38.16
H -22.06 36.50 -37.53
F -20.12 31.04 -37.91
H -25.30 26.99 -35.34
H -19.68 31.64 -34.02
H -23.76 37.10 -35.03
H -25.87 38.48 -35.36
H -25.80 28.39 -32.25
C -23.40 29.57 -32.54
C -29.38 27.63 -34.28
H -21.87 24.50 -37.90
C -20.97 26.89 -38.84
H -17.37 35.63 -32.17
C -23.30 26.48 -39.41
H -22.50 23.17 -40.55
H -22.93 29.63 -34.63
C -22.79 23.56 -39.58
C -16.54 34.57 -30.50
H -29.96 26.92 -34.86
C -25.67 37.54 -35.89
C -21.75 24.53 -38.98
H -16.37 31.88 -31.08
C -24.59 34.87 -36.10
C -19.79 27.77 -41.84
C -27.60 30.71 -39.48
H -24.30 34.10 -38.64
H -24.72 23.42 -40.24
H -22.90 34.84 -39.11
H -24.67 24.13 -38.60
F -21.18 32.23 -36.42
H -15.54 34.41 -30.91
C -21.21 27.30 -41.68
H -20.46 32.77 -31.37
H -17.60 30.92 -32.56
```

Computed properties:
ΔE to the lowest compared entry with this formula, charge and spin = 30.6 kcal/mol
Gap between HOMO and LUMO = 0.378 Ha
Net charge = +4
E_LUMO = -7.5 eV

These are the Mulliken partial charges, in e, on atoms 1 to 6: -0.19, 0.30, 0.38, 0.03, -0.73, -0.07